A molecular structure, C3H8N3 in a non-equilibrium geometry, computed with the ωB97M-V functional and the def2-TZVPD basis.

XYZ file:
```
14
Properties=species:S:1:pos:R:3:forces:R:3:mulliken_charge:R:1
H 1.52467 1.18635 0.73212 -1.46 -0.59 -1.03 0.3394
C 0.89641 0.64584 -0.06785 -0.05 1.56 1.06 -0.5286
H 1.11243 1.07738 -1.02502 0.71 -0.16 -0.58 0.3276
H -0.81848 0.04448 -1.85010 -0.41 -0.21 0.27 0.3237
N -1.33602 0.09876 0.99340 -0.91 1.08 -0.95 -0.3552
H -0.96835 -0.01430 1.93442 0.33 -0.40 -0.39 0.2947
H 1.03471 -1.26638 1.17387 -0.01 1.46 -2.51 0.2591
N -1.39794 0.15793 -1.00697 1.03 0.25 0.29 -0.3492
N -1.14930 -0.85379 -0.02175 1.22 -1.74 -0.38 -0.0254
H -1.77738 -1.65688 -0.11138 0.06 -0.01 0.48 0.2944
H -0.93755 2.15028 0.09150 0.15 -2.49 -0.46 0.3828
C -0.77605 0.98965 -0.00663 0.84 3.40 2.03 0.0030
C 0.98591 -0.76795 0.08673 -0.53 -4.11 0.82 -0.2492
H 1.37340 -1.55514 -0.69602 -0.96 1.97 1.33 0.2829
```
Forces are in eV/Å.

Computed properties:
- LUMO energy (eV) = -5.0
- energy (hartree) = -282.9341
- Kohn-Sham gap (eV) = 9.6096
- energy above the lowest of the compared OMol25 structures with the same formula, charge and spin (kcal per mole) = 144.1
- charge = +1